(1)
106
Properties=species:S:1:pos:R:3:lowdin_charge:R:1 method="wB97M-V/def2-TZVPD" e_lumo_ev=-3.98 gap_ev=5.7388 homo_ha=-0.357 fmax_ev_per_a=5.8 charge=+1
N 0.21676 4.37331 0.60982 0.05
C 0.66495 3.08488 1.26266 -0.17
N -0.45245 2.46451 2.08573 0.03
C -0.18014 2.32940 3.53880 -0.03
C 1.23926 1.35778 3.71917 -0.16
C 1.22378 0.38551 5.10297 -0.06
O 2.12641 1.71873 4.87110 -0.16
C -1.60248 2.11689 1.49413 -0.13
N -2.68697 1.57056 2.32779 -0.10
C -2.90530 0.10684 2.14479 -0.08
C -1.63185 -0.73848 1.69880 -0.27
O -0.49533 -0.74274 2.23496 0.05
C -1.83490 -1.73653 0.44854 -0.12
C -0.58266 -2.09822 -0.38964 -0.02
C -0.68014 -3.08584 -1.58628 -0.04
C -2.05591 -3.71797 -1.95452 -0.04
C -3.32297 -3.33859 -1.12332 -0.05
C -3.22714 -2.35872 0.07630 -0.01
C -3.94024 2.34026 2.10033 -0.67
I -4.03540 3.84993 3.72238 0.83
O -3.96846 3.09985 0.87956 -0.10
C -3.33831 2.40482 -0.21280 -0.30
O -3.62796 3.04629 -1.45364 0.16
B -5.01285 2.79864 -1.80020 -0.57
O -6.03596 3.79901 -1.51550 0.11
O -5.43430 1.59616 -2.46152 0.13
N -1.87938 2.30566 0.07139 0.10
C -1.17116 1.33134 -0.80314 -0.13
O -0.64904 2.04407 -1.96342 -0.08
C 0.58193 1.46318 -2.40464 -0.21
C 1.99801 1.93438 -1.97461 -0.01
C 3.33294 1.32629 -2.47664 -0.05
C 3.27549 0.15612 -3.49558 -0.06
C 1.87144 -0.35319 -3.94501 -0.05
C 0.52735 0.27004 -3.42064 0.02
H 0.95146 4.56521 -0.09786 0.08
H 0.21865 5.11187 1.32930 0.09
H 1.57319 3.36412 1.89950 0.15
H 0.99781 2.30064 0.49594 0.11
H -0.91112 1.68146 4.11801 0.13
H 0.05601 3.31022 4.06867 0.15
H 1.72196 0.89560 2.71974 0.17
H 1.48999 -0.50105 4.37322 0.07
H 2.08249 0.11313 5.79150 0.14
H -3.23554 -0.30929 3.17588 0.17
H -3.80006 -0.10080 1.44618 0.11
H 0.43388 -1.65104 -0.14041 0.11
H 0.27975 -3.33153 -2.14704 0.10
H -2.18301 -4.47600 -2.81185 0.10
H -4.32995 -3.81225 -1.39448 0.10
H -4.14656 -2.07622 0.70813 0.10
H -4.89492 1.70677 2.25727 0.13
H -3.72829 1.31115 -0.28863 0.18
H -6.58064 3.38036 -0.80205 0.12
H -6.05768 1.84743 -3.18942 0.13
H -1.89659 0.53054 -1.17727 0.16
H -0.31030 0.82394 -0.24481 0.13
H 2.07612 2.80187 -1.22937 0.07
H 4.35195 1.72491 -2.12462 0.09
H 4.26404 -0.25759 -3.88275 0.10
H 1.82936 -1.22266 -4.70074 0.10
H -0.49652 -0.09702 -3.78163 0.11
C -3.17538 -8.52502 -2.48834 -0.09
C -2.45578 -7.90610 -1.29490 -0.27
N -3.34410 -7.52741 -0.20131 -0.19
C -2.69344 -6.69330 0.80792 -0.26
C -1.55411 -7.31714 1.61315 -0.09
C -4.20559 -8.58276 0.32499 -0.25
C -3.53487 -9.84288 0.86974 -0.08
H -3.95869 -7.86136 -2.86436 0.08
H -2.46414 -8.69856 -3.29996 0.07
H -3.62407 -9.48972 -2.23960 0.07
H -1.94643 -7.00709 -1.66158 0.10
H -1.67088 -8.59565 -0.96138 0.10
H -3.44742 -6.31145 1.50355 0.11
H -2.30004 -5.80230 0.30365 0.09
H -1.92514 -8.01200 2.36799 0.06
H -1.01143 -6.53070 2.14797 0.07
H -0.82997 -7.83717 0.98267 0.07
H -4.89921 -8.88433 -0.46738 0.10
H -4.85624 -8.16609 1.10187 0.11
H -2.73100 -10.20423 0.22474 0.07
H -4.27344 -10.64659 0.94690 0.08
H -3.13362 -9.68626 1.87142 0.06
C 7.29740 7.69013 0.27108 -0.09
C 6.77012 6.72763 -0.78741 -0.27
N 6.50388 5.38391 -0.28356 -0.19
C 6.26737 4.40616 -1.34350 -0.25
C 5.02815 4.59801 -2.21728 -0.09
C 5.60124 5.29045 0.85903 -0.25
C 4.19328 5.86529 0.70305 -0.09
H 8.19512 7.29376 0.75232 0.08
H 7.55899 8.64385 -0.19379 0.08
H 6.55092 7.89960 1.04148 0.06
H 7.53511 6.66470 -1.56923 0.12
H 5.88181 7.17056 -1.25436 0.10
H 6.24054 3.40128 -0.90934 0.11
H 7.14477 4.40427 -2.00058 0.11
H 4.11480 4.31200 -1.69203 0.03
H 5.09960 3.95372 -3.09972 0.07
H 4.92119 5.62385 -2.57525 0.07
H 6.07669 5.78726 1.71139 0.10
H 5.52143 4.24360 1.17352 0.11
H 4.18851 6.83988 0.21064 0.07
H 3.74099 5.99992 1.69119 0.07
H 3.54059 5.19035 0.14605 0.03


(2)
73
Properties=species:S:1:pos:R:3:lowdin_charge:R:1 method="wB97M-V/def2-TZVPD" e_lumo_ev=2.74 gap_ev=8.9989 homo_ha=-0.230 fmax_ev_per_a=2.0 charge=-1
As -26.02514 -22.90148 -0.06752 0.69
F -24.34830 -23.13064 0.28420 -0.25
F -25.78122 -23.60749 -1.62748 -0.24
F -27.67372 -22.52998 -0.41795 -0.23
F -26.20536 -22.25672 1.54180 -0.25
F -25.63462 -21.33163 -0.69124 -0.25
F -26.45467 -24.45577 0.50202 -0.23
C -26.41674 -17.02895 1.92856 -0.12
O -25.15048 -16.41559 1.98990 -0.20
C -24.09460 -17.31182 1.67192 -0.23
C -23.92682 -17.51093 0.16768 -0.21
N -22.67438 -18.14784 -0.20974 -0.08
C -22.54777 -19.55732 0.10190 -0.19
C -21.74647 -19.96462 1.34482 -0.23
O -20.60320 -20.69282 0.95835 -0.19
C -19.86635 -21.14868 2.06219 -0.13
H -26.67580 -17.31753 0.90581 0.09
H -27.15010 -16.30692 2.28957 0.08
H -26.49298 -17.90639 2.58249 0.09
H -24.26566 -18.27521 2.17213 0.12
H -23.18042 -16.88454 2.09270 0.12
H -23.96996 -16.53270 -0.31502 0.12
H -24.73183 -18.14015 -0.21626 0.11
H -21.89864 -17.57306 0.09188 0.10
H -22.01074 -19.99279 -0.74906 0.12
H -23.52485 -20.03925 0.12747 0.11
H -22.37248 -20.47680 2.08634 0.12
H -21.40639 -19.04094 1.85954 0.12
H -19.28737 -20.33585 2.52127 0.08
H -19.17779 -21.91607 1.70717 0.08
H -20.51262 -21.60307 2.82165 0.09
C -31.78522 -19.34092 -1.61725 -0.11
O -32.32563 -20.35907 -0.81696 -0.16
C -33.16909 -19.87106 0.19070 -0.26
C -33.57540 -20.97446 1.13114 -0.22
N -32.40167 -21.59041 1.75996 -0.05
C -32.68399 -22.84473 2.44748 -0.21
C -31.42296 -23.68300 2.60323 -0.28
O -30.79664 -23.82952 1.38193 -0.16
C -29.66479 -24.67178 1.44965 -0.09
H -30.98337 -19.78393 -2.20153 0.05
H -31.37672 -18.53459 -0.99352 0.09
H -32.54918 -18.90479 -2.27788 0.09
H -34.06986 -19.41828 -0.25978 0.12
H -32.66702 -19.07630 0.76960 0.12
H -34.19422 -21.73319 0.65077 0.12
H -34.22381 -20.49522 1.89256 0.11
H -32.07409 -20.90689 2.43383 0.11
H -33.36912 -23.42996 1.83212 0.12
H -33.08517 -22.68294 3.45984 0.11
H -31.74092 -24.65779 3.02791 0.12
H -30.76790 -23.24876 3.37772 0.10
H -29.92203 -25.73396 1.54123 0.09
H -29.10165 -24.42205 2.36467 0.08
H -28.96577 -24.47021 0.64569 0.07
C -28.57472 -20.03390 -3.20728 -0.17
O -28.82940 -20.38830 -1.86420 -0.13
H -27.95586 -19.13302 -3.28740 0.08
H -28.08195 -20.82886 -3.77210 0.07
H -29.53603 -19.84809 -3.69769 0.06
H -28.08965 -20.91529 -1.53414 0.04
C -28.07519 -22.25504 4.12891 -0.18
O -27.17898 -23.36268 4.20877 -0.14
H -28.94606 -22.41631 4.75252 0.06
H -27.49605 -21.41266 4.54220 0.07
H -28.26734 -21.95712 3.09719 0.07
H -26.55008 -23.23207 3.48895 0.05
C -24.55944 -21.93992 -4.52602 -0.17
O -25.47348 -21.28464 -3.66175 -0.14
H -23.70570 -22.35302 -3.97754 0.08
H -25.04185 -22.76118 -5.06159 0.07
H -24.15373 -21.20082 -5.21743 0.07
H -25.39374 -21.67514 -2.78443 0.02


(3)
38
Properties=species:S:1:pos:R:3:lowdin_charge:R:1 method="wB97M-V/def2-TZVPD" e_lumo_ev=2.56 gap_ev=5.2822 homo_ha=-0.100 de_lowest_kcal_mol=37.6 fmax_ev_per_a=3.7 charge=-1
Cl -1.96692 -1.05490 -2.88822 0.59
C -0.92881 -0.16684 -1.75447 -1.06
S -0.09437 -1.41786 -0.61002 0.64
C -1.49341 -2.22302 0.22283 -0.29
C -2.51900 -1.39650 0.67277 -0.08
C -3.61511 -1.94899 1.33955 -0.08
C -3.62257 -3.31699 1.63256 -0.10
C -2.55247 -4.13540 1.24900 -0.09
C -1.45914 -3.57678 0.56929 -0.06
O 0.64735 -2.42267 -1.32005 -0.33
O 0.52846 -0.63358 0.45104 -0.32
H -1.47573 0.50467 -1.06882 0.04
H -2.47665 -0.32676 0.47858 0.11
H -4.42422 -1.27803 1.63605 0.10
H -4.45234 -3.73448 2.19819 0.09
H -2.54496 -5.19842 1.49999 0.10
H -0.60028 -4.18864 0.28874 0.11
F 0.80737 3.63057 -3.05260 0.05
C 0.12574 2.71116 -3.74403 -0.76
F -1.13824 3.13140 -3.93486 0.05
F 0.71094 2.55427 -4.94626 0.04
S 0.08129 0.85575 -2.80647 0.90
N 1.08087 1.51989 -1.44499 -0.34
C 0.51535 2.29297 -0.43179 -0.46
O -0.53184 2.91953 -0.53026 0.09
C 1.41333 2.11708 0.73150 -0.13
C 2.56694 1.42144 0.40435 -0.24
C 3.34427 0.78626 1.35941 -0.04
C 2.88782 0.83343 2.68571 -0.07
C 1.75527 1.58766 3.04941 -0.07
C 1.04720 2.30289 2.07959 0.01
S 2.72115 1.09206 -1.31538 0.69
O 2.86049 -0.31530 -1.59962 -0.28
O 3.53547 2.06884 -1.98532 -0.27
H 4.21935 0.22446 1.03841 0.12
H 3.42399 0.26226 3.43860 0.10
H 1.44247 1.59852 4.10189 0.10
H 0.18092 2.92008 2.30568 0.12